[1]
# C4H8CsO4

C4H8CsO4 as an isolated structure (the ωB97M-V functional and the def2-TZVPD basis, OMol25).

```
17
Properties=species:S:1:pos:R:3:forces:R:3
O -1.42128 0.95332 -0.75219 -0.06 0.06 0.12
C -1.84251 0.90218 0.54563 1.18 0.03 -0.10
C -2.75655 -0.29736 0.77888 -0.03 -0.02 -0.03
O -2.07095 -1.45650 0.33641 0.05 -0.53 -0.14
C -2.84363 -2.62967 0.34250 0.24 0.32 0.16
H -2.41519 1.80315 0.87050 -0.08 -0.06 0.04
H -0.96088 0.83858 1.30362 -0.99 -0.10 -0.74
H -3.67150 -0.18094 0.16661 0.11 0.03 0.18
H -3.02582 -0.40577 1.84591 -0.07 -0.01 -0.10
H -2.24150 -3.42164 -0.11900 -0.13 0.12 0.07
H -3.08189 -2.93760 1.37424 -0.14 -0.01 -0.16
H -3.77699 -2.49450 -0.22987 0.07 -0.08 0.12
O 2.36987 -1.75963 -0.05463 0.46 1.22 0.78
C 3.39760 -1.32847 -0.64705 -1.55 -3.72 -1.67
O 3.42016 -1.18094 -1.90089 0.58 1.43 0.12
Cs -0.02149 -0.80624 -2.43017 0.27 0.24 0.97
H 4.37680 -1.58047 -0.17036 0.08 1.09 0.38
```
Positions in Å, forces in eV/Å.

## Properties
energy above the lowest of the compared OMol25 structures with the same formula, charge and spin: 0.0 kJ/mol
charge: -1
E_LUMO: 2.03 eV
HOMO: -3.6650 eV
E: -478.3217 Ha
gap between HOMO and LUMO: 5.7 eV

=====

[2]
# C4H8F12KO16S4

C4H8F12KO16S4 as an isolated structure (the ωB97M-V functional and the def2-TZVPD basis, OMol25).

```
45
Properties=species:S:1:pos:R:3:forces:R:3
K 0.75671 0.14509 0.35981 -0.09 0.11 -0.34
C -1.42388 2.97086 4.48003 -0.42 -1.13 -1.29
F -0.85352 4.12034 4.11868 0.33 0.46 -0.04
F -0.62632 2.37508 5.36878 0.27 0.00 0.46
F -2.57463 3.27130 5.08385 -0.33 0.18 0.46
S -1.75301 1.83643 2.99962 -0.33 0.14 -0.38
O -2.60807 2.64233 2.15418 0.32 0.08 0.42
O -0.39400 1.64947 2.46977 -0.59 -0.06 0.42
O -2.37270 0.66709 3.57553 0.59 0.51 0.14
C -0.66706 -2.47797 -3.12940 1.33 -0.75 -0.59
F -0.84883 -1.20887 -3.48547 -0.18 0.14 0.36
F -1.41097 -2.81026 -2.09542 -0.37 0.22 -0.03
F -1.05393 -3.22276 -4.20571 -0.07 0.00 0.34
S 1.15427 -2.82190 -2.76576 0.17 -0.14 1.12
O 1.84038 -2.40606 -3.96517 -0.17 -0.12 -0.01
O 1.39368 -1.96179 -1.58596 -0.52 -0.29 -0.73
O 1.24892 -4.23621 -2.41643 -0.38 0.68 -0.56
C 1.58991 3.79756 -2.98168 0.08 -1.86 -0.43
F 0.63739 4.36501 -2.27669 -0.93 0.63 0.46
F 1.83590 4.54231 -4.05326 -0.15 0.70 -0.98
F 2.69842 3.83364 -2.25902 0.87 -0.04 0.72
S 1.16673 2.01340 -3.44290 1.00 -0.08 -0.11
O -0.06426 2.10711 -4.19418 -0.28 0.23 0.27
O 2.31116 1.58753 -4.22732 -0.31 0.41 0.43
O 1.06585 1.42334 -2.10983 -0.03 0.12 -0.57
C -1.39964 -2.99690 1.38975 -1.04 -0.05 0.24
F -0.83233 -2.69385 2.57855 0.18 -0.10 0.24
F -1.15314 -1.95475 0.58710 -0.13 -0.13 -0.06
F -0.78667 -4.07297 0.90974 0.46 -0.07 -0.23
S -3.22750 -3.40726 1.61071 -0.17 -0.53 0.21
O -3.77957 -2.28756 2.33578 0.20 -0.07 0.07
O -3.71022 -3.55710 0.25344 0.21 -0.02 -0.05
O -3.15399 -4.66727 2.36129 0.13 0.69 -0.26
O 1.76390 -1.29770 2.38606 0.19 -0.33 0.27
H 2.55902 -1.17663 2.91317 -0.07 0.14 -0.07
H 1.27847 -2.01603 2.81362 -0.15 0.16 -0.18
O -1.47368 1.00575 -1.27618 0.03 -0.22 0.04
H -0.72116 0.86981 -1.87843 -0.15 0.31 0.03
H -2.22916 1.14966 -1.85055 0.01 -0.08 0.05
O 2.13717 2.11635 1.93163 0.05 0.16 0.19
H 1.19637 2.18989 2.20183 0.14 -0.13 0.04
H 2.52171 2.97044 2.14225 0.01 -0.01 -0.16
O 3.43472 -0.41060 -0.96509 0.04 0.21 0.11
H 2.67459 -0.85774 -1.40779 0.42 0.03 0.04
H 3.85295 -1.10762 -0.45293 -0.15 -0.10 -0.06
```
Positions in Å, forces in eV/Å.

## Properties
energy above the lowest of the compared OMol25 structures with the same formula, charge and spin: 0.0 kJ/mol
charge: -3
E_LUMO: 5.46 eV
HOMO: -1.7427 eV
E: -4752.3963 Ha
gap between HOMO and LUMO: 7.2 eV

=====

[3]
# C4H8F2

C4H8F2 as an isolated structure (the ωB97M-V functional and the def2-TZVPD basis, OMol25).

```
14
Properties=species:S:1:pos:R:3:forces:R:3
C -1.54427 0.69065 0.16529 -1.60 2.18 -3.34
C -0.71839 -0.62636 -0.20306 -0.90 -0.01 -2.66
C 0.59759 -0.64305 0.45828 3.85 0.18 2.04
C 1.65763 0.38237 -0.20051 -1.96 2.11 -0.48
H -1.50716 1.70428 -0.79427 0.30 -3.36 2.93
H -1.18442 1.24957 1.15512 -1.14 -1.67 -2.10
H -2.72981 0.37609 0.01376 3.20 0.98 1.16
H -0.26543 -1.14049 -1.26984 -1.64 3.06 1.71
H 0.81403 -0.37083 1.67691 -1.36 -1.67 -3.09
H 1.11089 0.78293 -1.27765 1.83 -0.85 3.09
H 2.77453 -0.00634 -0.48089 -3.04 0.77 1.24
H 1.56392 1.25296 0.70422 1.06 -1.78 -3.16
F -1.59302 -1.73608 -0.02298 0.51 0.71 1.43
F 1.02390 -1.91571 0.07563 0.91 -0.64 1.21
```
Positions in Å, forces in eV/Å.

## Properties
energy above the lowest of the compared OMol25 structures with the same formula, charge and spin: 513.7 kJ/mol
charge: 0
E_LUMO: 0.90 eV
HOMO: -11.0841 eV
E: -356.7579 Ha
gap between HOMO and LUMO: 12.0 eV